Here is 2 unconnected molecules or ions with the total composition C6H6O from the Open Molecules 2025 dataset. Energies are from the ωB97M-V functional and the def2-TZVPD basis.

**Net charge**: 0
**Energy relative to the best compared isomer or geometry (same formula, charge and spin)**: 501.94 kJ/mol
**Lowest unoccupied orbital energy**: 0.02670 hartree
**F_max**: 0.6 eV Å⁻¹
**SMILES**: C#CC1=CC1.C=O

Last column: natural (NBO) charge in e.
Cartesian coordinates (Å):
C 2.67139 0.54515 -0.29079  -0.187
C 1.50023 0.71162 -0.05407  -0.056
C 0.13806 0.94108 0.21187  -0.091
C -0.99148 0.60293 0.75558  -0.121
C -1.01250 1.88764 -0.00805  -0.400
H 3.71248 0.41399 -0.49068  0.239
H -1.56892 -0.11040 1.32290  0.246
H -1.49477 1.92600 -0.98827  0.183
H -1.02915 2.83838 0.53033  0.184
C -0.47576 -2.43990 -0.25338  0.285
O -1.54284 -2.41976 0.30761  -0.509
H 0.28325 -3.21605 -0.03729  0.110
H -0.18999 -1.68066 -1.00577  0.118

Atomic forces in eV per Å
-0.405 0.071 0.081
0.374 -0.093 -0.049
-0.134 -0.099 0.141
0.261 -0.038 -0.040
-0.126 0.305 -0.132
-0.204 0.005 0.029
0.106 0.134 -0.090
0.088 -0.024 0.147
0.008 -0.150 -0.065
-0.271 -0.015 0.143
0.495 -0.061 -0.252
-0.107 0.026 0.002
-0.085 -0.061 0.086

Here is a molecular structure, C5H4S from the Open Molecules 2025 dataset. Energies are from the ωB97M-V functional and the def2-TZVPD basis.

**Net charge**: 0
**Energy relative to the best compared isomer or geometry (same formula, charge and spin)**: 388.77 kJ/mol
**Lowest unoccupied orbital energy (spin up / spin down)**: -0.01521 / -0.00033 hartree
**F_max**: 5.4 eV Å⁻¹

Last column: natural (NBO) charge in e.
Cartesian coordinates (Å):
C -0.26599 0.05733 0.07898  -0.224
C -1.60612 -0.09270 -0.11033  -0.099
C 1.01571 -0.71437 0.01828  -0.476
C -2.77149 0.14268 -0.03269  -0.199
C 1.83335 0.55664 -0.18341  -0.393
S 0.50067 1.62275 -0.02188  0.481
H 1.35078 -1.00201 1.06533  0.252
H 1.01349 -1.37579 -0.72538  0.236
H -3.81483 0.15727 -0.36309  0.236
H 2.74444 0.64820 0.27420  0.187

Atomic forces in eV per Å
0.770 1.113 0.053
1.771 -0.194 0.442
0.038 3.860 3.824
-4.033 -0.253 -0.968
-1.779 -0.586 -0.913
0.221 -1.026 0.093
-0.572 -0.558 -1.287
0.379 -3.257 -2.615
0.925 0.175 0.589
2.280 0.726 0.781

Number 1: E -307.27225 Ha. Number 2: E -590.90341 Ha.